(1)
The following is a DFT calculation (ωB97M-V/def2-TZVPD) of a molecular structure, C18H28GaN.

The largest force on an atom comes out at 0.0895 hartree/bohr. The highest occupied orbital energy (alpha / beta) is -15.62 / -15.44 eV. Its net charge is +2.

```
48
C18H28GaN, DFT ωB97M-V/def2-TZVPD
C 1.342 2.367 -1.072
H 2.161 2.614 -0.361
H 1.820 1.890 -1.915
H 1.487 1.243 0.841
C 0.253 3.393 -1.126
H -0.709 2.950 -1.428
H 0.095 3.812 -0.114
C 0.659 4.478 -2.108
H -0.198 5.122 -2.281
H 1.476 5.090 -1.709
H 0.973 4.051 -3.073
C -0.970 -2.017 -0.096
C -1.588 -1.077 -0.939
C -0.577 -0.464 -1.760
C 0.702 -1.099 -1.406
C 0.405 -2.073 -0.388
C 1.368 -3.050 0.172
C 1.865 -1.198 -2.333
C -0.853 0.109 -3.112
C -3.050 -0.896 -1.082
C -1.662 -2.816 0.941
Ga 0.602 0.850 -0.325
H 2.774 -1.527 -1.821
H 1.642 -1.931 -3.120
H 2.083 -0.245 -2.820
H 2.392 -2.815 -0.158
H 1.357 -3.038 1.277
H 1.152 -4.091 -0.143
H -2.535 -2.282 1.329
H -2.012 -3.772 0.535
H -1.000 -3.035 1.784
H -3.278 -0.062 -1.757
H -3.542 -1.796 -1.490
H -3.518 -0.683 -0.111
H -0.053 0.776 -3.467
H -0.939 -0.713 -3.847
H -1.799 0.669 -3.147
C -1.146 -0.015 4.261
C -1.947 0.593 3.293
C -1.444 0.801 2.005
N -0.175 0.444 1.698
C 0.600 -0.201 2.621
C 0.129 -0.425 3.905
H -1.515 -0.144 5.271
H -2.954 0.926 3.489
H -2.045 1.251 1.200
H 1.606 -0.510 2.289
H 0.799 -0.923 4.605
```

---

(2)
The following is a DFT calculation (ωB97M-V/def2-TZVPD) of 2 unconnected molecules or ions with the total composition C5H10O2.

The largest force on an atom comes out at 0.0111 hartree/bohr. The energy above the lowest of the compared OMol25 structures with the same formula, charge and spin is 93.7 kcal/mol. As for the structure (SMILES): C1O[C@H]2C[C@@H]12.CO. The highest occupied orbital energy is -9.69 eV.

```
17
C5H10O2, DFT ωB97M-V/def2-TZVPD
C -1.698 0.177 -0.570
O -0.630 0.886 0.096
C -0.182 -0.352 0.718
C -1.217 -0.700 1.700
C -1.392 -1.068 0.234
H -1.465 0.095 -1.639
H -2.679 0.645 -0.438
H 0.854 -0.669 0.750
H -0.992 -1.514 2.379
H -1.738 0.156 2.120
H -1.433 -2.084 -0.129
C 2.326 0.553 -0.880
O 1.820 1.271 0.214
H 1.557 0.285 -1.625
H 2.791 -0.387 -0.543
H 3.087 1.164 -1.371
H 0.898 1.497 -0.002
```

---

(3)
The following is a DFT calculation (ωB97M-V/def2-TZVPD) of 2 unconnected molecules or ions with the total composition C3H4OS.

The largest force on an atom comes out at 0.0600 hartree/bohr. The energy above the lowest of the compared OMol25 structures with the same formula, charge and spin is 120.6 kcal/mol. The highest occupied orbital energy (alpha / beta) is -9.71 / -9.71 eV.

```
9
C3H4OS, DFT ωB97M-V/def2-TZVPD
C -0.263 -0.975 -2.971
C 0.020 -0.795 -1.789
C 0.451 0.079 1.239
O 1.216 -2.498 0.722
S 1.460 -1.167 0.246
H -0.792 -0.995 -3.915
H 0.195 -0.225 2.254
H -0.427 0.227 0.620
H 1.080 1.052 1.212
```